# 1
{"formula": "C42H118N14O12", "method": "wB97M-V/def2-TZVPD", "elements": ["C", "O", "N", "N", "H", "H", "H", "H", "C", "O", "N", "N", "H", "H", "H", "H", "C", "C", "C", "O", "C", "N", "H", "H", "H", "H", "H", "H", "H", "H", "H", "H", "H", "C", "C", "C", "O", "C", "N", "H", "H", "H", "H", "H", "H", "H", "H", "H", "H", "H", "C", "C", "C", "O", "C", "N", "H", "H", "H", "H", "H", "H", "H", "H", "H", "H", "H", "C", "C", "C", "O", "C", "N", "H", "H", "H", "H", "H", "H", "H", "H", "H", "H", "H", "C", "C", "C", "O", "C", "N", "H", "H", "H", "H", "H", "H", "H", "H", "H", "H", "H", "C", "C", "C", "O", "C", "N", "H", "H", "H", "H", "H", "H", "H", "H", "H", "H", "H", "C", "C", "C", "O", "C", "N", "H", "H", "H", "H", "H", "H", "H", "H", "H", "H", "H", "C", "C", "C", "O", "C", "N", "H", "H", "H", "H", "H", "H", "H", "H", "H", "H", "H", "C", "C", "C", "O", "C", "N", "H", "H", "H", "H", "H", "H", "H", "H", "H", "H", "H", "C", "C", "C", "O", "C", "N", "H", "H", "H", "H", "H", "H", "H", "H", "H", "H", "H"], "xyz": [[6.04524, -0.67123, -0.44940], [7.26531, -0.56977, -0.61137], [5.45594, -1.88674, -0.41787], [5.22096, 0.36666, -0.12891], [4.48264, -1.89378, -0.13899], [5.99532, -2.71523, -0.25639], [5.57673, 1.26174, -0.43203], [4.23359, 0.20887, -0.27209], [2.29815, -5.33792, -0.31986], [1.58492, -4.36193, -0.09099], [3.20078, -5.36026, -1.34386], [2.28080, -6.48476, 0.41949], [3.39139, -4.63803, -2.00881], [3.62346, -6.26873, -1.41309], [1.75172, -6.45823, 1.27522], [3.05954, -7.11748, 0.41832], [0.67935, 3.66879, 6.23764], [0.41928, 3.97450, 7.69728], [0.49127, 5.43887, 8.07686], [0.32605, 5.59474, 9.50289], [0.04525, 6.93187, 9.86050], [-0.97454, 3.50626, 7.99108], [1.58602, 4.11479, 5.82215], [-0.11828, 4.12588, 5.64283], [0.68852, 2.60185, 6.02747], [1.04227, 3.36919, 8.35774], [-0.30346, 6.04567, 7.63109], [1.47610, 5.89610, 7.92613], [0.72845, 7.56499, 9.27738], [0.24040, 7.04499, 10.92168], [-0.94848, 7.25643, 9.53487], [-1.55361, 4.17760, 7.49011], [-1.13679, 3.70484, 8.97468], [-5.31510, 0.35337, -4.65646], [-4.20259, 0.45818, -3.56285], [-2.77286, 0.92218, -3.94840], [-2.22773, 0.05005, -4.91843], [-1.85539, -1.21432, -4.38540], [-4.75378, 1.26830, -2.46397], [-6.06773, -0.34956, -4.30776], [-4.96683, -0.16440, -5.55631], [-5.59329, 1.34355, -5.01437], [-4.19519, -0.52569, -3.08610], [-2.11278, 1.03269, -3.08095], [-2.91992, 1.95156, -4.28632], [-1.38175, -1.74476, -5.20558], [-2.68421, -1.75140, -3.92233], [-1.12384, -1.07957, -3.57832], [-5.08004, 2.15385, -2.83324], [-4.11443, 1.48002, -1.71020], [0.33245, 1.24044, -6.00826], [0.88449, 2.16637, -4.93558], [2.07112, 2.97174, -5.52815], [2.50279, 4.03906, -4.72267], [2.68685, 5.24383, -5.45025], [-0.17696, 3.15374, -4.62594], [-0.52195, 0.68941, -5.61601], [1.07315, 0.45668, -6.20888], [0.13750, 1.71115, -6.96921], [1.28376, 1.69266, -4.04038], [1.88506, 3.17094, -6.59052], [2.92267, 2.28470, -5.67140], [3.32049, 4.95730, -6.29652], [3.11039, 5.98176, -4.77278], [1.81898, 5.72609, -5.91756], [0.18802, 3.81192, -3.93414], [-0.26556, 3.85382, -5.36329], [8.11893, -0.84099, -7.06683], [6.89143, -1.56335, -6.53215], [6.11295, -0.70896, -5.52943], [4.96280, -1.45593, -5.07643], [4.21698, -0.61670, -4.22460], [6.12412, -1.89668, -7.73297], [8.81941, -0.47532, -6.30062], [7.81170, 0.04603, -7.63519], [8.90711, -1.25679, -7.70029], [7.31635, -2.47256, -6.10044], [5.75234, 0.25424, -5.90825], [6.76788, -0.41726, -4.70138], [3.58027, -1.28408, -3.63671], [3.48457, -0.05386, -4.82212], [4.67501, 0.11243, -3.55278], [5.33673, -2.43713, -7.38772], [5.86520, -1.03767, -8.19952], [0.97151, -0.84018, -1.73349], [1.55484, -0.38346, -0.40173], [0.36232, -0.02618, 0.51906], [0.95179, 0.46097, 1.69722], [0.03845, 0.92591, 2.71500], [2.41607, -1.39858, 0.19470], [1.09021, -0.07093, -2.50646], [-0.11249, -0.94612, -1.69224], [1.38436, -1.71331, -2.23905], [2.11586, 0.55497, -0.44588], [-0.30376, -0.86918, 0.73812], [-0.27150, 0.70325, -0.00676], [-0.51411, 1.70561, 2.19154], [0.53792, 1.28926, 3.60888], [-0.56115, 0.07625, 3.04068], [2.07854, -2.33649, -0.04567], [2.35933, -1.24209, 1.19653], [0.21531, -6.62529, 4.46027], [1.44823, -6.00628, 3.74708], [1.71654, -4.62770, 4.31059], [2.99170, -4.20603, 3.75582], [2.88475, -2.79684, 3.48033], [2.48425, -6.99079, 4.13031], [0.20200, -6.44151, 5.53735], [0.14250, -7.70239, 4.32377], [-0.72992, -6.13852, 4.19459], [1.23207, -5.91064, 2.68496], [1.87018, -4.66108, 5.39121], [0.86958, -3.99212, 4.05134], [2.98108, -2.12586, 4.33670], [2.01415, -2.50516, 2.89186], [3.76667, -2.59766, 2.86512], [3.36729, -6.73001, 3.68507], [2.23453, -7.79683, 3.55581], [-4.90481, 2.95270, 0.93886], [-5.40654, 4.35400, 0.67480], [-6.57588, 4.35973, -0.27237], [-6.20441, 3.89551, -1.53932], [-7.20694, 3.91717, -2.53982], [-5.85460, 4.95238, 1.96636], [-5.69003, 2.22588, 1.16945], [-4.19827, 2.85187, 1.76940], [-4.31466, 2.50861, 0.13417], [-4.53276, 4.92837, 0.35181], [-6.99957, 5.37449, -0.35827], [-7.43323, 3.85254, 0.19815], [-7.53773, 4.94959, -2.68138], [-8.06939, 3.32034, -2.22816], [-6.83935, 3.48660, -3.46723], [-6.73674, 5.43226, 1.80466], [-6.14244, 4.09174, 2.43344], [5.41594, 3.38293, 1.92769], [3.95673, 3.71227, 2.10732], [3.07303, 3.24580, 0.94220], [3.56825, 3.75153, -0.28711], [2.67203, 3.46799, -1.35165], [3.59431, 2.99632, 3.34053], [5.64026, 2.32622, 2.06514], [5.97161, 3.98951, 2.64227], [5.75388, 3.66730, 0.92600], [3.84113, 4.76185, 2.38022], [2.03614, 3.50904, 1.19511], [3.03805, 2.16422, 0.75054], [3.14586, 3.79726, -2.27338], [1.73787, 3.99159, -1.13827], [2.53552, 2.38341, -1.44809], [3.36941, 2.01915, 3.20728], [2.83093, 3.49112, 3.78608], [-1.64964, -5.92587, -0.64737], [-1.88154, -4.59481, -1.30056], [-2.19538, -3.53818, -0.18884], [-3.23441, -3.84116, 0.69009], [-4.49150, -3.87431, 0.04587], [-0.76022, -4.10276, -2.11471], [-1.60426, -6.67529, -1.44663], [-2.37077, -6.30118, 0.07688], [-0.67889, -6.04035, -0.15869], [-2.72303, -4.55472, -2.00091], [-2.41344, -2.60645, -0.73202], [-1.21858, -3.45476, 0.29655], [-5.32215, -4.01629, 0.73582], [-4.54277, -4.76220, -0.59442], [-4.77403, -3.04145, -0.60526], [0.03170, -4.13728, -1.46415], [-0.92062, -3.13340, -2.34881], [-4.71154, -0.52434, 2.11241], [-4.71880, -1.24913, 3.47756], [-6.13328, -1.74963, 3.79036], [-6.51613, -2.50186, 2.64916], [-7.66999, -3.31855, 2.77164], [-3.66272, -2.29383, 3.42699], [-5.62263, 0.02325, 1.85317], [-4.44726, -1.10748, 1.23229], [-4.01033, 0.31412, 2.19053], [-4.26850, -0.62004, 4.24771], [-6.81694, -0.90943, 3.95485], [-6.27234, -2.40662, 4.65628], [-7.31856, -4.14888, 3.40380], [-7.78536, -3.89468, 1.85280], [-8.51740, -2.73746, 3.12747], [-3.96226, -2.98190, 2.74106], [-2.92295, -1.76108, 2.98419]], "de_lowest_kcal_mol": 113.8, "fmax_ev_per_a": 3.09, "smiles": "COC[C@H](C)N.COC[C@H](C)N.COC[C@H](C)N.COC[C@H](C)N.COC[C@H](C)N.COC[C@H](C)N.COC[C@H](C)N.COC[C@H](C)N.COC[C@H](C)N.COC[C@H](C)N.NC(N)=O.NC(N)=O"}

# 2
{"formula": "C42H25Cl5IN7O3SW", "method": "wB97M-V/def2-TZVPD", "elements": ["W", "N", "C", "C", "C", "C", "C", "C", "C", "C", "C", "C", "C", "C", "N", "C", "C", "C", "C", "N", "H", "H", "H", "H", "H", "H", "H", "H", "H", "H", "N", "C", "C", "C", "C", "C", "C", "S", "O", "O", "N", "C", "N", "C", "C", "C", "N", "H", "H", "H", "H", "H", "H", "H", "H", "H", "I", "C", "C", "C", "C", "C", "C", "C", "C", "C", "C", "H", "H", "H", "H", "H", "H", "Cl", "C", "C", "Cl", "C", "Cl", "C", "O", "C", "Cl", "C", "Cl"], "xyz": [[-0.00565, 0.15616, -0.66717], [-1.63077, 6.05299, 7.75694], [-1.45097, 5.42407, 6.81251], [-1.22732, 4.63338, 5.62895], [-2.25377, 4.47009, 4.70332], [-2.03893, 3.69553, 3.57637], [-0.80207, 3.09510, 3.36218], [0.22302, 3.27107, 4.28724], [0.01210, 4.03349, 5.42278], [-0.58744, 2.24579, 2.15658], [0.34255, 2.70065, 1.22534], [1.09664, 3.89778, 1.30245], [1.93676, 3.92657, 0.21256], [1.66587, 2.75693, -0.50979], [0.70875, 2.02363, 0.06268], [-1.31419, 1.06216, 2.09287], [-2.13611, 0.52026, 3.11017], [-2.58660, -0.70615, 2.67211], [-2.03040, -0.88999, 1.39897], [-1.26778, 0.14465, 1.04070], [-3.20945, 4.94802, 4.86846], [-2.82886, 3.56235, 2.84869], [1.18140, 2.79786, 4.11773], [0.80153, 4.16590, 6.14965], [1.01714, 4.63405, 2.08478], [2.66662, 4.67519, -0.04479], [2.13232, 2.45353, -1.43435], [-2.34812, 0.99179, 4.05581], [-3.23490, -1.39693, 3.18405], [-2.17085, -1.72530, 0.73294], [5.81994, -5.37538, 0.15030], [5.13650, -4.18809, 0.24439], [5.51888, -3.08649, -0.53543], [4.80725, -1.90926, -0.48045], [3.69962, -1.81630, 0.35925], [3.31136, -2.89135, 1.14002], [4.02879, -4.07033, 1.08826], [2.77719, -0.34317, 0.36309], [1.56872, -0.51106, 1.18308], [3.64769, 0.75776, 0.63444], [2.04896, -0.28077, -1.06308], [2.09408, 0.09598, -2.35128], [0.81577, 0.41017, -2.67101], [0.50111, 0.62523, -3.94064], [1.50148, 0.60156, -4.89678], [2.79658, 0.36216, -4.45153], [3.12067, 0.09784, -3.18467], [6.71891, -5.38317, -0.29571], [5.66858, -6.07707, 0.85186], [6.37907, -3.16751, -1.18855], [5.10127, -1.06735, -1.09500], [2.44949, -2.80355, 1.77607], [3.72269, -4.91308, 1.69679], [-0.53983, 0.82007, -4.16369], [1.28227, 0.77671, -5.93813], [3.62306, 0.37455, -5.15312], [-0.84339, 3.55318, -2.38629], [-2.74064, 2.74254, -2.14984], [-3.73338, 3.67183, -2.32140], [-5.08701, 3.30281, -2.30045], [-5.39378, 1.98701, -2.16781], [-4.38325, 1.00703, -2.01590], [-4.80943, -0.34324, -1.99258], [-3.88979, -1.33484, -1.94998], [-2.52907, -0.99854, -1.79663], [-2.03037, 0.28366, -1.68733], [-2.99261, 1.34808, -1.93507], [-3.46874, 4.70541, -2.49465], [-5.85702, 4.05164, -2.42858], [-6.42362, 1.65231, -2.19631], [-5.87051, -0.55323, -2.04926], [-4.18215, -2.37710, -1.98211], [-1.85806, -1.83278, -1.71685], [-0.36659, -7.66248, -1.80623], [-0.27267, -5.97266, -1.48560], [-0.14156, -5.06042, -2.52686], [-0.06925, -5.63015, -4.15070], [-0.05773, -3.69734, -2.26536], [0.17425, -2.58975, -3.57050], [-0.11955, -3.18255, -0.95577], [-0.02423, -1.91641, -0.70203], [-0.24078, -4.13435, 0.08275], [-0.27967, -3.56957, 1.71093], [-0.31518, -5.49602, -0.17700], [-0.45484, -6.61276, 1.12822]], "multiplicity": 3, "fmax_ev_per_a": 1.53}

Sequential E_tot output: -90892.4837 -143907.0883 eV